*A*
This record from the OMol25 dataset describes 6 unconnected molecules or ions with the total composition H12O5S. The level of theory is ωB97M-V with the def2-TZVPD basis set.

As for the spin multiplicity: 1. Its SMILES is O.O.O.O.O.S.

Geometry (Å):
O  -1.51885  1.65991  0.41201
H  -2.02935  0.83488  0.40464
H  -0.74998  1.50469  0.97718
O  -1.00603  0.86587  -2.33169
H  -1.10182  1.48984  -1.59986
H  -0.94694  0.02101  -1.86686
O  1.00086  1.14812  1.92077
H  0.84022  1.92986  2.46687
H  1.78617  1.33959  1.38361
O  -0.71890  -1.75867  -1.14521
H  -1.52867  -2.15121  -1.49528
H  -0.72002  -1.92892  -0.18983
O  -0.24978  -1.72240  1.70479
H  -0.27717  -0.90713  2.21947
H  0.68562  -1.86134  1.52164
S  2.25280  0.33488  -1.15380
H  2.99134  -0.77718  -1.21587
H  1.29049  -0.02181  -2.01256

List of Löwdin charges in e, atom by atom: -0.06, 0.05, 0.00, -0.10, 0.00, -0.04, -0.08, 0.06, 0.01, -0.07, 0.06, 0.01, -0.05, 0.03, 0.05, 0.54, -0.21, -0.21

***

*B*
This record from the OMol25 dataset describes 6 unconnected molecules or ions with the total composition H12O5S. The level of theory is ωB97M-V with the def2-TZVPD basis set.

As for the spin multiplicity: 1. Its SMILES is O.O.O.O.O.S.

Geometry (Å):
O  2.72826  -0.57895  0.63330
H  2.96066  0.34066  0.43072
H  3.02438  -0.73012  1.52598
O  0.09562  -1.30318  0.08089
H  1.05264  -1.28284  0.17862
H  -0.25639  -1.46235  0.97710
O  0.32056  0.78563  -1.46139
H  0.92969  0.43312  -2.13080
H  0.09890  -0.03856  -0.95254
O  -0.15424  0.34930  2.63733
H  -0.68492  0.84999  1.99992
H  -0.83267  0.18337  3.30415
O  2.31575  1.88229  0.07345
H  1.58493  1.30984  -0.23900
H  2.28883  2.54702  -0.59971
S  -2.96145  -0.79118  -1.16566
H  -2.19025  0.29093  -1.06652
H  -3.75395  -0.34612  -0.15137

List of Löwdin charges in e, atom by atom: -0.06, 0.01, 0.05, -0.10, 0.01, 0.06, -0.10, 0.07, -0.02, -0.05, 0.04, 0.04, -0.07, 0.01, 0.04, 0.50, -0.24, -0.21

***

Quick one: most stable of them? *A*

***

*A*
This record from the OMol25 dataset describes 2 unconnected molecules or ions with the total composition CHN3OS. The level of theory is ωB97M-V with the def2-TZVPD basis set.

As for the spin multiplicity: 1.

Geometry (Å):
C  -2.36910  0.60344  0.19698
N  1.94592  -0.73948  0.15416
N  2.17840  -1.74959  0.61620
N  1.39607  0.20066  -0.32473
O  -2.28499  1.74729  0.39940
S  -2.47072  -0.91152  0.01418
H  1.60442  0.84919  -1.05619

List of Löwdin charges in e, atom by atom: -0.91, -0.33, 0.17, 0.10, 0.09, 0.80, 0.08

***

*B*
This record from the OMol25 dataset describes a single CHN3OS molecule. The level of theory is ωB97M-V with the def2-TZVPD basis set.

As for the spin multiplicity: 1.

Geometry (Å):
C  0.04060  0.28580  -0.28552
N  0.84634  1.10311  -0.00954
N  1.84349  1.80505  0.04389
N  2.99548  1.18496  0.02720
O  4.22572  -1.03314  0.11677
S  2.95498  -0.40346  -0.10029
H  -0.73573  -0.23567  0.31242

List of Löwdin charges in e, atom by atom: 0.10, -0.16, -0.13, -0.28, -0.52, 0.89, 0.09

***

Quick one: most stable of them? *A*